Below is a structure of composition C23H42MgN5O at a distorted geometry, with properties calculated with ωB97M-V with the def2-TZVPD basis set.

```
72
Properties=species:S:1:pos:R:3:mulliken_charge:R:1
H 0.907 4.130 -1.080 0.347
N 1.070 0.027 1.021 -0.167
H -0.029 2.756 2.989 0.190
C 2.309 2.689 -1.899 0.619
C 2.332 3.424 -3.313 -1.265
H -2.684 2.920 2.533 0.320
H 4.743 -3.130 -1.190 0.296
C -2.136 1.366 0.207 0.552
H -3.071 3.505 -3.742 0.438
H -0.888 -3.285 4.297 0.397
O 1.638 1.477 -1.753 -0.360
H -2.265 -2.357 3.739 0.290
H -0.642 -4.607 2.230 0.336
Mg 0.482 0.081 -1.016 0.872
H -1.405 0.794 2.663 -0.181
C -1.659 0.406 -4.988 -0.571
C 1.781 1.807 4.024 -0.566
C 2.702 -5.136 -0.252 -0.807
H 4.106 -5.526 -1.879 0.350
H -3.534 1.208 -4.795 0.297
H 2.195 -6.101 -0.227 0.345
C 0.475 2.569 3.937 -0.981
H -2.088 -0.515 -5.382 0.367
H -2.259 1.041 4.122 0.497
H 3.364 2.617 -1.634 0.233
H -3.169 -3.013 1.361 0.256
C -1.347 -2.845 3.411 -0.708
H -4.157 1.182 0.416 0.336
C -1.435 -2.619 0.327 0.221
H 2.752 -0.099 3.651 0.442
H 2.488 2.662 -4.077 0.367
N -1.160 0.978 -0.303 -0.332
C 1.799 0.399 3.471 -0.479
H 2.512 4.665 -0.804 0.428
H 3.477 -5.205 0.511 0.316
H -2.076 -4.818 2.914 0.393
C -2.541 1.646 -4.892 -0.615
H 4.126 -3.141 -2.902 0.288
H 0.989 -0.129 3.974 0.166
H 2.511 2.456 3.541 0.311
H 1.569 4.171 -3.534 0.305
C -2.382 2.660 -3.709 -0.779
C 3.899 -3.328 -1.852 -0.363
N -0.743 -1.896 -0.278 -0.219
C 1.903 3.762 -0.833 -1.250
H -3.612 2.897 0.568 0.350
H -0.103 1.985 4.653 0.234
H 2.097 1.675 5.059 0.375
H 2.595 -4.954 -2.469 0.331
H -2.594 -4.421 0.556 0.351
C 1.384 0.177 2.098 0.200
H 1.788 3.395 0.187 0.224
C 3.342 -4.769 -1.697 -0.626
H -0.714 -2.019 3.088 -0.044
C 2.800 -2.353 -1.576 0.236
H 0.554 3.518 4.468 0.441
C -1.099 -0.037 -3.723 0.462
C -1.547 -4.021 2.392 -0.631
C -3.279 2.018 2.391 -0.654
H -2.332 2.177 -2.733 0.006
H -2.905 -0.068 2.869 0.318
N 1.902 -1.658 -1.349 -0.325
H -0.839 0.611 -5.676 0.309
H 3.203 4.072 -3.410 0.446
H 2.038 -4.294 -0.058 0.086
N -0.595 -0.326 -2.713 -0.158
H -4.260 2.218 2.823 0.383
C -3.404 1.858 0.820 -0.631
H -1.467 3.238 -3.836 0.241
C -2.418 0.889 3.055 -0.708
C -2.251 -3.529 1.080 -0.582
H -2.743 2.075 -5.873 0.430
```

Spin multiplicity ... 2
Total energy ... -39461.48576 eV
Net charge ... +2